(1)
Formula: C41H52LaN4O3S2Si
Source: the Open Molecules 2025 dataset
Level of theory: ωB97M-V with the def2-TZVPD basis set

Calculated values
energy: -3155.5792 Eh
HOMO level (alpha / beta): -9.379 / -10.059 eV
LUMO level (alpha / beta): -4.44 / -4.40 eV
energy above the lowest of the compared OMol25 structures with the same formula, charge and spin: 584.2 kJ/mol
gap between HOMO and LUMO (alpha / beta): 4.94 / 5.66 eV

ORCA input file:
```
! RIJCOSX wB97M-V def2-TZVPD def2/J DEFGRID3
* xyz 1 1
La -0.6050 0.3536 -0.0474
C 0.2415 -5.7915 3.1184
C 0.2650 -4.7200 1.9636
C -1.2015 -4.3031 1.7468
C 0.8631 -5.3864 0.7094
C 1.1412 -3.5470 2.3183
C 2.1743 -3.6389 3.2979
C 2.9284 -2.5258 3.6335
C 2.6815 -1.2328 3.1366
S 3.4759 0.0187 3.9088
C 2.3634 0.9110 0.9262
N 1.5988 -0.1277 1.1484
C 1.7272 -1.1934 1.9997
C 0.9801 -2.3255 1.6385
C 1.1753 2.4713 -0.6687
C 0.9213 3.8879 -0.9185
C 0.6286 4.2466 -2.2466
C 0.3960 3.3295 -3.2254
C 0.5633 1.9318 -2.9065
C 0.8061 1.5213 -1.6093
H -0.5949 -6.4115 2.9160
H -0.0045 -5.2714 4.0898
H 1.1392 -6.3543 3.1948
H -1.8686 -5.1500 1.5085
H -1.2842 -3.5771 0.9423
H -1.5531 -3.7923 2.7064
H 0.3262 -6.2683 0.4860
H 1.9191 -5.6457 0.8805
H 0.8625 -4.7160 -0.2207
H 2.4044 -4.5679 3.8085
H 3.7485 -2.6790 4.2871
H 0.3558 -2.3536 0.7206
H 1.1306 4.5738 -0.1209
H 0.6686 5.3220 -2.5380
H 0.1305 3.5859 -4.2355
H 0.4398 1.1838 -3.7165
C -0.7554 -1.3561 -3.9185
C -1.6677 -1.8710 -2.7275
C -2.9466 -2.5363 -3.1800
C -0.9036 -2.8169 -1.7946
O -1.9182 -0.6446 -1.8808
Si -3.0332 0.6102 -2.2044
S -2.6825 2.0819 -0.7157
O -4.4726 -0.0419 -1.8865
C -5.4606 -0.2086 -0.8289
C -6.0767 1.2204 -0.6594
C -6.4864 -1.1536 -1.4499
C -4.8506 -0.7671 0.4547
O -2.8138 1.0071 -3.7409
C -3.7663 1.6021 -4.7064
C -5.1762 1.7973 -4.0674
C -3.8055 0.6573 -5.9670
C -3.1681 2.9899 -5.0582
H -0.7697 -1.9925 -4.8255
H 0.2633 -1.2729 -3.5404
H -1.1499 -0.3830 -4.2236
H -2.7299 -3.4533 -3.7546
H -3.5328 -1.8518 -3.7821
H -3.5496 -2.8446 -2.3348
H -0.6505 -3.7566 -2.2878
H -1.4809 -2.8711 -0.8437
H 0.0640 -2.3918 -1.5678
H -6.4370 1.5083 -1.6382
H -5.3180 1.9321 -0.3082
H -6.9090 1.1224 0.0333
H -6.7167 -0.8646 -2.4891
H -7.3843 -1.1008 -0.7986
H -6.1517 -2.2276 -1.3862
H -4.1664 -0.0526 0.9260
H -4.2940 -1.7431 0.3709
H -5.6817 -0.9234 1.1648
H -5.5633 0.8357 -3.7923
H -5.7739 2.3012 -4.8317
H -5.1169 2.4639 -3.2008
H -4.2489 -0.2561 -5.5503
H -2.8643 0.5388 -6.4840
H -4.4975 0.9979 -6.7255
H -3.1704 3.5721 -4.1470
H -3.7741 3.4595 -5.8557
H -2.1513 2.7902 -5.4498
N 6.5219 2.2956 3.2589
C 7.1063 2.5157 4.4756
C 8.3084 2.1968 5.0325
C 8.5617 2.6419 6.3589
C 7.6119 3.3476 7.0818
C 6.3511 3.6078 6.5607
C 6.0802 3.3336 5.2106
N 4.9878 3.4676 4.4337
C 5.2507 2.8653 3.2682
C 4.3153 2.8191 2.2021
C 4.5991 1.9293 1.1305
C 3.7587 0.8796 0.7345
N 1.7380 2.1744 0.6404
C 1.9509 3.2204 1.5092
C 3.0056 3.3834 2.3131
H 6.9787 1.8275 2.4694
H 9.0583 1.6821 4.4518
H 9.4156 2.2553 6.8912
H 7.8274 3.6345 8.1256
H 5.5367 4.0544 7.1204
H 5.6680 1.9294 0.6741
H 4.2253 -0.0823 0.5063
H 1.1645 4.0018 1.5615
H 2.7728 4.1543 3.0105
*
```

(2)
Formula: C41H53BiNO6SSb2Se3
Source: the Open Molecules 2025 dataset
Level of theory: ωB97M-V with the def2-TZVPD basis set

Calculated values
energy: -10397.9782 Eh
HOMO level: -5.129 eV
LUMO level: 2.02 eV
energy above the lowest of the compared OMol25 structures with the same formula, charge and spin: 0.0 kJ/mol
gap between HOMO and LUMO: 7.15 eV

ORCA input file:
```
! RIJCOSX wB97M-V def2-TZVPD def2/J DEFGRID3
* xyz -1 1
Bi 0.1533 -0.5932 0.8546
C -1.7677 2.4078 -2.4544
C -1.2403 1.3455 -3.4019
C -0.3800 0.3330 -2.6350
Sb -0.0002 -1.5796 -3.5563
C -0.1776 -1.0351 -5.6448
C -0.6909 -1.9935 -6.5194
C -0.6961 -1.7868 -7.8959
C -0.1920 -0.6067 -8.4204
C 0.3158 0.3650 -7.5652
C 0.3264 0.1479 -6.1943
C 2.1429 -1.2784 -3.5525
C 2.7057 -1.3441 -2.2689
C 4.0599 -1.1383 -2.0492
C 4.8896 -0.9038 -3.1384
C 4.3693 -0.8829 -4.4238
C 3.0018 -1.0636 -4.6237
Sb -0.4113 3.7390 -1.4061
C -0.2921 5.1611 -3.0621
C 0.2156 6.4323 -2.7794
C 0.3687 7.3910 -3.7746
C 0.0159 7.0948 -5.0844
C -0.4918 5.8391 -5.3882
C -0.6476 4.8874 -4.3853
C 1.5627 3.0494 -1.9366
C 2.5477 3.0753 -0.9550
C 3.8513 2.6808 -1.2443
C 4.1748 2.2263 -2.5115
C 3.2045 2.2124 -3.5103
C 1.9170 2.6425 -3.2270
H -2.3505 1.9216 -1.6663
H -2.4444 3.0956 -2.9683
H -0.6993 1.8113 -4.2221
H -2.0864 0.8253 -3.8664
H -0.9153 0.0704 -1.7116
H 0.5930 0.7322 -2.3611
H -1.0899 -2.9204 -6.1204
H -1.0858 -2.5513 -8.5578
H -0.1878 -0.4457 -9.4917
H 0.7179 1.2867 -7.9693
H 0.7576 0.9016 -5.5456
H 2.3021 -1.7730 -0.4133
H 4.4522 -1.1408 -1.0369
H 5.9481 -0.7390 -2.9770
H 5.0234 -0.7247 -5.2732
H 2.6062 -1.0428 -5.6329
H 0.4952 6.6798 -1.7589
H 0.7620 8.3704 -3.5280
H 0.1283 7.8411 -5.8620
H -0.7683 5.5975 -6.4082
H -1.0634 3.9211 -4.6472
H 2.2966 3.3870 0.0542
H 4.6061 2.7009 -0.4667
H 5.1795 1.8814 -2.7285
H 3.4505 1.8529 -4.5024
H 1.1818 2.6628 -4.0229
O 4.7101 1.6517 4.7248
C 3.8733 0.4990 4.8172
C 2.8469 0.4908 3.6822
C 1.9750 1.7427 3.8598
O 1.2778 2.0038 2.6578
C 3.6113 0.5833 2.3477
Se 2.7578 -0.0747 0.6975
C 2.0895 -0.8471 3.8171
Se 0.1659 -0.8747 3.4572
H 5.3692 1.6078 5.4218
H 3.3397 0.4877 5.7755
H 4.4753 -0.4144 4.7449
H 2.6316 2.5819 4.1007
H 1.2865 1.5735 4.6990
H 0.7459 2.8048 2.7191
H 4.5192 -0.0191 2.4036
H 3.8853 1.6165 2.1501
H 2.1436 -1.2063 4.8484
H 2.5357 -1.5996 3.1679
C -2.8009 1.3576 3.5079
C -2.6210 1.1683 2.0047
C -3.8780 1.6128 1.2612
O -2.3062 -0.1853 1.6924
C -1.4611 2.0525 1.4964
O -1.4474 3.2257 1.8286
O -0.5851 1.5182 0.6854
H -3.7783 0.9762 3.8166
H -2.7277 2.4154 3.7568
H -2.0294 0.8108 4.0465
H -4.7259 0.9966 1.5676
H -3.7482 1.5018 0.1822
H -4.0831 2.6583 1.4902
H -3.1070 -0.7518 1.6506
C 4.3472 -3.5915 1.6620
C 3.3496 -4.4244 0.8683
S 1.6690 -3.8285 1.1789
O 1.8348 -1.6228 -1.2421
C 0.7680 -4.7981 -0.0677
C 0.3235 -6.1637 0.4413
H 5.3673 -3.9325 1.4697
H 4.1536 -3.6722 2.7350
H 4.2699 -2.5399 1.3797
H 3.3979 -5.4751 1.1578
H 3.5388 -4.3441 -0.2038
H 1.4246 -4.8898 -0.9359
H -0.0879 -4.1847 -0.3452
H 1.1746 -6.7702 0.7592
H -0.2091 -6.7064 -0.3446
H -0.3497 -6.0474 1.2908
Se -4.3481 -2.5520 0.6118
C -2.6956 -2.5408 -0.1326
N -1.6246 -2.5129 -0.5919
*
```

(3)
Formula: C41H53Ge2N4O3SiZn
Source: the Open Molecules 2025 dataset
Level of theory: ωB97M-V with the def2-TZVPD basis set

Calculated values
energy: -8261.6930 Eh
HOMO level (alpha / beta): -5.976 / -7.552 eV
LUMO level (alpha / beta): 0.48 / -0.53 eV
energy above the lowest of the compared OMol25 structures with the same formula, charge and spin: 2.9 kJ/mol
gap between HOMO and LUMO (alpha / beta): 6.46 / 7.03 eV

ORCA input file:
```
! RIJCOSX wB97M-V def2-TZVPD def2/J DEFGRID3
* xyz 0 2
Zn -0.2377 -0.4761 0.1970
C -0.1754 2.2355 2.9576
C -0.4757 0.8043 3.2827
C -0.6945 0.3800 4.5770
C -0.9266 -0.9828 4.8024
C -0.9505 -1.8654 3.7558
C -0.7565 -1.3757 2.4374
N -0.5087 -0.0486 2.2501
N -0.8059 -2.0727 1.2969
Si -1.1618 -3.7523 1.1367
C -2.7406 -4.2089 2.0972
C 0.2883 -4.8198 1.7219
C -1.4533 -4.1108 -0.6911
H -0.9078 2.6192 2.2461
H 0.8031 2.2878 2.4843
H -0.1771 2.8524 3.8542
H -0.6730 1.0844 5.3964
H -1.0934 -1.3345 5.8137
H -1.1095 -2.9239 3.9089
H -2.5531 -4.9475 2.8803
H -3.4902 -4.6267 1.4228
H -3.1768 -3.3286 2.5740
H 0.3794 -4.8247 2.8107
H 1.2261 -4.4399 1.3095
H 0.1675 -5.8550 1.3936
H -1.9356 -3.2711 -1.1939
H -2.0931 -4.9874 -0.8155
H -0.5121 -4.3113 -1.2091
O -2.8839 -2.4628 -7.3177
C -3.2953 -1.7476 -6.2428
O -4.3503 -1.1760 -6.2930
C -2.3913 -1.7071 -5.0684
C -1.3001 -2.5573 -4.8818
C -0.4740 -2.4342 -3.7836
C -0.7015 -1.4393 -2.8156
C -1.8437 -0.6414 -2.9785
C -2.6596 -0.7611 -4.0754
N 0.1181 -1.1973 -1.7338
C 1.3714 -1.6656 -1.7387
C 2.2652 -1.3958 -0.6890
C 3.6094 -1.8463 -0.7032
C 4.4441 -1.5256 0.3302
C 3.9544 -0.7524 1.4006
C 2.6383 -0.3526 1.3591
N 1.8100 -0.6396 0.3558
H -1.9889 -2.7908 -7.1921
H -1.0907 -3.3579 -5.5838
H 0.3302 -3.1467 -3.6556
H -2.0385 0.0940 -2.2148
H -3.5167 -0.1137 -4.2087
H 1.7555 -2.2174 -2.5910
H 3.9579 -2.4300 -1.5456
H 5.4720 -1.8646 0.3286
H 4.5849 -0.4812 2.2346
H 2.2117 0.2249 2.1731
C 2.8038 3.5452 0.7204
Ge 1.7688 3.1545 -0.9334
C 1.6863 4.8641 -1.9330
C 3.0473 2.0673 -1.9943
Ge -0.7482 2.7886 -1.0310
C -1.4800 4.5092 -0.3315
C -0.7357 5.1476 0.6595
C -1.1331 6.3672 1.1861
C -2.2972 6.9702 0.7321
C -3.0461 6.3504 -0.2579
C -2.6353 5.1363 -0.7895
C -1.0520 2.4890 -2.9737
C -0.0494 1.8014 -3.6535
C -0.1901 1.4747 -4.9939
C -1.3387 1.8457 -5.6772
C -2.3372 2.5466 -5.0167
C -2.1978 2.8597 -3.6724
H 3.6606 4.1315 0.3828
H 3.1814 2.6247 1.1643
H 2.2724 4.1215 1.4752
H 2.6991 5.2387 -2.0902
H 1.1133 5.6212 -1.3975
H 1.2227 4.7114 -2.9091
H 4.0456 2.3458 -1.6532
H 2.9606 2.3085 -3.0535
H 2.9299 0.9970 -1.8669
H 0.1726 4.6861 1.0326
H -0.5362 6.8434 1.9538
H -2.6223 7.9166 1.1439
H -3.9571 6.8135 -0.6152
H -3.2255 4.6918 -1.5810
H 0.8434 1.4939 -3.1230
H 0.5915 0.9201 -5.4984
H -1.4578 1.5879 -6.7219
H -3.2358 2.8388 -5.5456
H -2.9980 3.3920 -3.1716
C -3.3978 -0.1444 0.4242
C -3.0278 1.3115 0.1470
C -3.9130 1.8542 -0.9793
C -3.2700 2.1274 1.4177
O -1.6314 1.3623 -0.2167
H -4.4433 -0.1927 0.7306
H -2.7878 -0.5544 1.2265
H -3.2714 -0.7681 -0.4625
H -4.9482 1.5631 -0.8024
H -3.6081 1.4513 -1.9452
H -3.8685 2.9430 -1.0121
H -4.3328 2.1197 1.6631
H -2.9567 3.1644 1.2822
H -2.7184 1.6893 2.2508
*
```

(4)
Formula: C41H54BBr3N8OYb
Source: the Open Molecules 2025 dataset
Level of theory: ωB97M-V with the def2-TZVPD basis set

Calculated values
energy: -11013.7275 Eh
HOMO level (alpha / beta): -10.171 / -10.170 eV
LUMO level (alpha / beta): -2.39 / -2.42 eV
energy above the lowest of the compared OMol25 structures with the same formula, charge and spin: 0.0 kJ/mol
gap between HOMO and LUMO (alpha / beta): 7.78 / 7.75 eV

ORCA input file:
```
! RIJCOSX wB97M-V def2-TZVPD def2/J DEFGRID3
* xyz 1 2
Yb 11.8093 13.0268 9.9676
C 7.4377 12.6054 7.7978
C 8.7016 13.4781 7.7730
C 8.7449 14.3196 6.5158
C 8.8273 14.3499 8.9877
C 7.8813 15.1927 9.5817
C 8.5018 15.7249 10.6963
C 7.9555 16.6811 11.7139
C 7.5275 17.9719 11.0167
C 6.7955 16.0273 12.4893
N 9.7637 15.2334 10.7355
N 9.9491 14.3790 9.6922
B 10.9573 15.5989 11.6511
N 11.2945 14.4090 12.6711
N 11.7106 13.1683 12.2552
C 11.8666 12.4276 13.3535
C 11.5805 13.1831 14.4849
C 11.2163 14.4257 14.0167
C 10.8439 15.6376 14.8171
C 10.1963 15.2657 16.1514
C 12.1222 16.5033 15.0182
C 12.2704 10.9713 13.3792
C 11.0736 10.0513 13.5284
C 13.0928 10.5389 12.1713
N 12.1568 16.0063 10.7174
N 12.5064 15.2534 9.6188
C 13.1571 16.0415 8.7711
C 13.3220 17.3057 9.3419
C 12.6519 17.2601 10.5568
C 12.5362 18.3660 11.5728
C 13.9244 18.6746 12.1605
C 11.8392 19.5953 10.9795
C 13.5632 15.6100 7.3764
C 14.8851 16.2270 6.9271
C 13.6409 14.0955 7.2498
H 7.3654 11.9599 6.9251
H 7.4170 11.9737 8.6840
H 6.5311 13.2262 7.8145
H 9.5621 12.8233 7.7517
H 7.8764 14.9814 6.4486
H 9.6260 14.9555 6.5012
H 8.7955 13.7017 5.6184
H 6.8553 15.3559 9.2763
H 8.7274 16.9289 12.4374
H 6.7812 17.7827 10.2431
H 7.1102 18.6832 11.7331
H 8.3862 18.4652 10.5265
H 5.9509 15.7847 11.8517
H 7.1237 15.1241 13.0056
H 6.4389 16.7231 13.2464
H 10.7159 16.5599 12.2905
H 11.6198 12.8498 15.5134
H 10.1441 16.2365 14.2465
H 10.8698 14.6624 16.7844
H 9.9481 16.1679 16.6967
H 9.2823 14.6827 15.9899
H 12.8895 15.9439 15.5539
H 12.5644 16.8094 14.0849
H 11.9177 17.4100 15.5770
H 12.8558 10.8697 14.2943
H 10.4582 10.0542 12.6395
H 11.3896 9.0129 13.7139
H 10.4465 10.3614 14.3778
H 12.5313 10.5497 11.2278
H 13.9720 11.1659 12.0022
H 13.4242 9.5126 12.2912
H 13.8304 18.1573 8.9344
H 11.9288 18.0078 12.3881
H 14.5944 19.0977 11.4222
H 13.8400 19.4137 12.9693
H 14.4222 17.7890 12.5727
H 12.3413 20.0270 10.1192
H 10.8099 19.3126 10.6732
H 11.7944 20.3802 11.7234
H 12.7804 15.9831 6.7257
H 15.7272 15.8856 7.5618
H 15.1107 15.9568 5.8990
H 14.9218 17.3110 6.9771
H 14.3322 13.6866 7.9968
H 12.6704 13.5700 7.3352
H 14.0244 13.7983 6.2627
Br 12.2741 8.9265 7.2305
C 10.8395 9.1231 8.4179
C 10.0243 8.0443 8.7937
C 9.0009 8.2170 9.6846
Br 7.8972 6.7514 10.1150
C 8.7805 9.4975 10.2651
C 7.7778 9.8232 11.2134
C 7.7712 11.0853 11.7212
C 8.7615 12.0105 11.3892
N 9.7116 11.7306 10.5424
C 9.6749 10.5023 9.9317
C 10.6823 10.3640 8.9492
O 11.3830 11.4350 8.6421
H 10.1936 7.0733 8.3611
H 7.0304 9.1065 11.5307
H 7.0053 11.3776 12.4150
H 8.8068 12.9952 11.8423
Br 14.5391 11.1994 8.9804
C 15.2380 12.4846 10.1429
C 16.5963 12.5921 10.3503
C 17.0345 13.5788 11.2136
C 16.0919 14.3479 11.8791
C 14.7440 14.1545 11.6052
N 14.3144 13.2467 10.7293
H 17.2749 11.9397 9.8187
H 18.0927 13.7291 11.4251
H 16.4045 15.0981 12.6015
H 13.9980 14.7910 12.0520
*
```